The following is a DFT calculation (ωB97M-V/def2-TZVPD) of one molecule with the formula C6H12O5.

Calculated values
ΔE to the lowest compared entry with this formula, charge and spin = 2.164 eV
Highest occupied orbital energy = -0.3510 Eh
LUMO energy = 0.50 eV
SMILES string = O[C@H]1[C@@H](O)[C@H](O)C[C@H](O)[C@@H]1O
Total charge = 0
HOMO-LUMO gap = 10.0470 eV

Each line ends with the Mulliken charge.
CARTESIAN COORDINATES (ANGSTROEM)
H 0.5339 0.6025 2.2633  0.3205
H -0.3838 -2.1954 0.8125  0.4241
H 1.9681 -1.1116 1.0616  0.4268
H -1.3863 1.7166 1.1247  0.4836
O 0.7252 -2.3496 -0.8837  -0.5662
H 0.5249 2.4997 -0.6481  0.3939
H 1.7292 -0.6311 -1.1992  0.6899
O -0.0957 -1.5211 1.4538  -0.6393
C -0.5150 -0.5121 -1.2968  -1.3558
O 1.7242 1.4262 0.6742  -0.6441
H -1.2937 -1.2525 -1.5045  0.3474
C -1.3564 0.5336 -0.4934  0.0469
H -2.0222 1.2351 -1.1274  0.3435
H -1.9115 -0.8769 0.7354  0.3861
H 1.7262 2.3498 1.0484  0.3621
C 0.8422 -1.0457 -0.7767  -0.2600
H 1.0157 -2.6612 -1.7385  0.3413
C -0.6183 1.4300 0.4178  -0.1695
O -0.1243 2.6923 0.0134  -0.6480
C 0.9164 -0.8575 0.8268  -0.1698
C 0.6274 0.6867 1.1757  -0.0843
O -2.2983 -0.1514 0.2510  -0.5702
H -0.3279 -0.0063 -2.1903  0.5413